1.
{
  "formula": "C3H6NO2",
  "method": "ωB97M-V with the def2-TZVPD basis set",
  "de_lowest_kcal_mol": 61.97,
  "lumo_ev": 3.999,
  "gap_ev": 6.77,
  "largest_force_ev_per_a": 1.9,
  "charge": -1,
  "homo_energy_ev": -2.77,
  "smiles": "O=CCNC[O-]",
  "elements": ["N", "H", "C", "H", "H", "H", "H", "O", "H", "O", "C", "C"],
  "positions_angstrom": [[0.393088, 0.544058, -0.387945], [0.162509, 1.403213, -0.851805], [0.530624, -0.432715, -1.605253], [0.694293, -1.463384, -1.151504], [1.059853, -0.056462, 1.890734], [1.513889, -0.149112, -2.019335], [-1.459754, 0.905103, 0.624023], [-0.685094, 0.228686, 2.954786], [-1.001263, -0.855600, 0.452682], [-0.523580, -0.395591, -2.379594], [-0.039179, 0.083905, 1.943883], [-0.645386, 0.187897, 0.529329]],
  "forces_ev_per_a": [[0.79, -0.94, -0.61], [-0.25, 0.35, -0.12], [-0.95, -0.30, 0.88], [0.13, 0.42, 0.31], [0.05, -0.22, 0.41], [0.24, 0.27, -0.32], [-0.33, -0.25, -0.24], [0.43, -0.25, 0.29], [-0.35, 0.30, -0.86], [0.10, 0.11, -0.50], [-0.72, 0.94, -0.87], [0.86, -0.43, 1.63]],
  "nbo_charge": [-0.72, 0.35, 0.15, 0.04, 0.10, 0.07, 0.19, -0.59, 0.21, -0.93, 0.45, -0.33]
}

2.
{
  "formula": "C5H8OS",
  "method": "ωB97M-V with the def2-TZVPD basis set",
  "de_lowest_kcal_mol": 36.92,
  "lumo_ev": 0.959,
  "gap_ev": 9.29,
  "largest_force_ev_per_a": 2.6,
  "homo_energy_ev": -8.33,
  "smiles": "C1CSC2(CC2)O1",
  "elements": ["H", "C", "H", "S", "O", "H", "C", "C", "H", "H", "C", "H", "H", "C", "H"],
  "positions_angstrom": [[-1.648084, -2.006293, 0.649479], [0.362792, 1.943744, 0.789288], [-2.052313, -1.092640, -1.664857], [-1.216133, 1.133445, 0.261075], [0.910882, 0.011366, -0.594293], [2.367614, 1.152075, 0.450444], [-0.386119, -0.323458, -0.366427], [-1.007799, -1.188822, -1.410612], [0.501596, 2.830999, 0.254234], [-0.291941, -1.422285, -2.234950], [-0.770499, -1.750513, -0.041841], [1.398278, 0.150308, 1.438199], [0.149592, -2.390405, 0.110756], [1.349915, 0.790760, 0.516120], [0.332218, 2.161719, 1.843387]],
  "forces_ev_per_a": [[1.40, 0.62, -1.22], [-0.81, -2.51, 0.19], [0.05, 0.37, -0.25], [-0.42, 0.73, 0.46], [1.87, 0.62, 0.32], [0.21, -0.01, -0.96], [-1.89, -0.25, -0.34], [0.68, -0.17, -0.75], [0.39, 1.15, -1.05], [-0.88, -0.05, 0.73], [1.03, -1.10, 1.80], [-0.41, 0.28, -0.68], [-1.31, 0.56, -0.20], [0.11, -0.27, 1.57], [-0.04, 0.04, 0.38]],
  "nbo_charge": [0.23, -0.52, 0.23, 0.17, -0.50, 0.21, 0.11, -0.44, 0.21, 0.23, -0.46, 0.17, 0.22, -0.09, 0.22]
}

3.
{
  "formula": "C8H11NO2S",
  "method": "ωB97M-V with the def2-TZVPD basis set",
  "de_lowest_kcal_mol": 43.63,
  "lumo_ev": 0.638,
  "gap_ev": 9.24,
  "largest_force_ev_per_a": 4.3,
  "homo_energy_ev": -8.60,
  "elements": ["C", "S", "O", "N", "C", "C", "H", "H", "H", "C", "H", "H", "C", "H", "H", "H", "O", "C", "H", "C", "H", "C", "H"],
  "positions_angstrom": [[0.947847, 1.836554, -0.174517], [-2.434024, 1.094190, 0.101680], [0.038825, 2.584293, -0.381053], [1.745159, -0.465509, 0.005891], [-1.568921, -1.307106, -0.179492], [0.828201, 0.473123, 0.472578], [2.832332, 1.470116, -0.200812], [1.725209, 0.958906, 2.380005], [-4.588118, 0.099782, -0.475246], [-2.960942, -1.362419, -0.446640], [1.057068, -1.488070, -1.727754], [-0.000820, 1.321950, 2.250487], [-1.180609, -0.053674, 0.145300], [-0.925098, -2.170042, -0.223818], [0.535961, -0.351589, 2.440896], [1.770707, -1.307002, 0.568130], [2.219436, 2.181901, -0.443724], [1.799609, -0.747416, -1.415774], [-3.474156, -2.270277, -0.716234], [0.772330, 0.606855, 1.980997], [1.619731, 0.168330, -1.976177], [-3.554825, -0.149210, -0.327137], [2.795089, -1.123684, -1.657584]],
  "forces_ev_per_a": [[-0.02, -0.08, -0.09], [-0.20, -0.57, -0.19], [0.25, 0.03, 0.09], [0.01, 0.01, 0.29], [-0.02, -0.04, 0.12], [-3.90, -0.93, 0.10], [-0.23, -0.11, 0.03], [0.14, 0.02, 0.00], [-0.22, -0.02, -0.02], [-0.18, -0.07, 0.00], [-0.03, 0.11, 0.00], [-0.02, -0.04, 0.02], [4.12, 1.15, 0.12], [0.19, -0.06, -0.01], [-0.03, -0.01, -0.02], [0.02, 0.17, 0.05], [0.25, 0.37, -0.13], [0.00, -0.25, -0.25], [-0.16, -0.06, -0.05], [0.18, 0.00, -0.01], [0.05, -0.05, -0.05], [-0.12, 0.36, 0.10], [-0.07, 0.04, -0.11]],
  "nbo_charge": [0.74, 0.47, -0.55, -0.65, -0.34, 0.16, 0.50, 0.21, 0.23, -0.26, 0.20, 0.24, -0.25, 0.21, 0.22, 0.39, -0.67, -0.42, 0.22, -0.63, 0.21, -0.43, 0.20]
}

4.
{
  "formula": "C22H17Cl2F13N4OZr",
  "method": "ωB97M-V with the def2-TZVPD basis set",
  "de_lowest_kcal_mol": 0.00,
  "lumo_ev": 0.288,
  "gap_ev": 8.47,
  "largest_force_ev_per_a": 0.6,
  "homo_energy_ev": -8.19,
  "elements": ["H", "C", "C", "H", "H", "F", "F", "Zr", "C", "F", "N", "C", "F", "H", "N", "C", "H", "C", "C", "C", "F", "F", "C", "C", "H", "H", "F", "F", "H", "C", "Cl", "C", "H", "H", "F", "F", "O", "C", "H", "C", "C", "Cl", "C", "F", "F", "N", "H", "H", "C", "H", "C", "H", "C", "H", "H", "C", "F", "N", "C", "C"],
  "positions_angstrom": [[2.292729, -1.152834, 2.492356], [-1.993290, -0.941995, -3.374941], [0.488842, 2.619474, -1.329371], [3.139875, 1.240535, -0.837596], [0.947166, 3.033229, 1.511371], [0.049705, 4.632587, -0.153273], [-4.305783, 0.909654, -1.136388], [0.258814, -0.262784, -0.316238], [-3.174507, -1.609035, -1.213253], [0.267493, 2.028464, -4.923418], [2.449664, 0.119219, 0.817049], [-0.168174, 4.639244, -2.493419], [-2.844275, -1.773709, -3.981638], [-0.537359, -4.363288, 0.953946], [0.800855, 1.835990, -0.246591], [-3.603525, 0.677747, -2.251843], [3.173095, 1.668114, 2.071620], [-0.873832, -1.412055, 5.275720], [-0.096818, -2.474531, 4.854799], [-0.926088, -0.639469, 3.027894], [-3.019334, 1.823229, -2.601398], [-0.839280, -1.590859, -3.192071], [3.434570, 0.377119, -0.245980], [2.972019, -0.962794, 1.663369], [-1.831722, 0.413875, 4.641879], [3.487059, -0.497354, -0.894047], [-1.750691, 0.082928, -4.196880], [-0.512828, 5.931269, -2.416370], [-1.132600, -1.301311, 6.318960], [-1.270152, -0.461978, 4.347365], [1.389905, -3.884018, 3.153430], [-0.147658, 4.015619, -3.724419], [0.283782, -3.194525, 5.566125], [1.584192, 1.016761, 2.473609], [0.897469, 0.706291, -2.625838], [-4.464738, 0.336893, -3.217464], [-1.521572, 0.110152, -1.279153], [-2.531881, -0.426192, -2.004327], [4.423687, 0.560794, 0.189386], [0.513847, 2.021284, -2.593454], [1.565245, 2.437881, 0.833530], [-1.330047, 0.616771, 1.878934], [0.568704, -2.650109, 0.227388], [-3.346129, -1.277871, 0.066950], [-2.353243, -2.672425, -1.237509], [1.164376, -2.057399, -0.751168], [3.074774, -1.868815, 1.069677], [-0.400910, 4.551179, -4.626922], [2.225824, 1.318373, 1.641993], [3.951027, -0.688378, 2.073172], [-0.212673, -1.748443, 2.521539], [2.326119, 3.115384, 0.428817], [0.226545, -4.117637, 0.219770], [-0.125918, -4.362577, -0.781384], [1.114306, -4.714954, 0.416726], [0.136305, 3.971598, -1.321545], [-4.353865, -1.988362, -1.705552], [0.012454, -1.763967, 1.175343], [0.203894, 2.679370, -3.758100], [0.244549, -2.631360, 3.518831]],
  "forces_ev_per_a": [[0.02, 0.02, -0.03], [0.04, -0.02, 0.06], [-0.02, 0.02, -0.17], [-0.01, -0.02, -0.01], [0.01, 0.02, 0.00], [-0.01, 0.00, 0.00], [0.00, -0.01, 0.01], [0.04, 0.43, 0.03], [0.03, 0.02, -0.06], [0.01, 0.00, 0.00], [-0.12, -0.07, 0.08], [-0.01, 0.03, -0.02], [0.00, 0.01, -0.01], [-0.01, -0.01, 0.03], [-0.11, -0.08, 0.02], [0.00, 0.03, -0.01], [-0.01, 0.00, 0.02], [0.02, -0.02, 0.02], [0.00, -0.02, 0.00], [-0.03, -0.05, -0.04], [0.01, 0.00, -0.01], [-0.02, -0.01, -0.01], [0.02, 0.00, -0.03], [-0.04, 0.01, 0.03], [0.00, 0.00, 0.00], [0.02, 0.00, 0.00], [-0.02, -0.01, -0.02], [0.00, 0.00, 0.01], [-0.01, -0.01, -0.01], [-0.03, 0.04, -0.01], [-0.03, -0.07, -0.13], [0.00, 0.01, -0.02], [-0.01, 0.00, 0.00], [-0.02, -0.02, -0.02], [-0.04, -0.13, 0.01], [0.01, 0.00, 0.01], [0.41, -0.41, 0.18], [-0.16, 0.05, 0.03], [0.00, 0.02, 0.00], [0.01, 0.02, 0.07], [0.03, -0.02, -0.03], [0.02, -0.05, 0.03], [-0.29, -0.07, 0.05], [0.01, 0.00, 0.02], [0.02, 0.00, 0.01], [-0.10, 0.20, -0.11], [-0.01, 0.01, 0.00], [0.00, 0.00, 0.00], [0.02, 0.01, 0.00], [0.00, 0.01, -0.01], [-0.27, -0.12, 0.01], [0.01, -0.02, -0.02], [0.03, 0.04, 0.01], [-0.01, 0.00, 0.01], [0.03, 0.00, 0.01], [0.04, -0.02, 0.05], [-0.02, 0.01, -0.02], [0.51, 0.16, 0.01], [0.01, -0.01, -0.01], [0.03, 0.08, -0.02]],
  "nbo_charge": [0.21, 0.97, 0.09, 0.22, 0.21, -0.31, -0.31, 2.29, 0.97, -0.30, -0.49, 0.36, -0.31, 0.22, -0.84, 0.98, 0.20, -0.23, -0.21, 0.03, -0.30, -0.29, -0.43, -0.41, 0.23, 0.23, -0.31, -0.30, 0.23, -0.25, 0.01, -0.36, 0.23, 0.21, -0.31, -0.31, -0.88, 0.03, 0.19, 0.30, -0.23, 0.10, 0.44, -0.30, -0.31, -0.91, 0.23, 0.25, -0.23, 0.19, 0.10, 0.19, -0.69, 0.25, 0.24, 0.27, -0.31, -0.82, 0.35, -0.08]
}